The following is a quantum chemistry calculation of a molecular structure, C2H4N2 at a distorted geometry, from OMol25.

```
8
Properties=species:S:1:pos:R:3:lowdin_charge:R:1
C -0.174 -0.031 -1.725 -0.1738
C 0.464 0.559 1.690 0.0063
N 0.148 -0.547 2.012 0.0769
N 0.125 0.781 -0.860 0.0032
H -0.534 0.483 -2.590 0.0474
H -0.229 -1.074 -1.720 0.0392
H 0.422 0.670 0.297 -0.0690
H -0.223 -0.840 2.895 0.0699
```

Properties
Total charge   0
Relative energy (zero: lowest compared OMol25 entry of this formula, charge and spin)   4.083 eV
DFT total energy   -5114.87757 eV
Maximum force   4.98 eV/A
Gap between HOMO and LUMO   0.3132 hartree